Record 1
ORCA calculation (wB97M-V/def2-TZVPD) on a cluster of 2 separate species, C5H10N2 in total at a distorted geometry.

Computed properties:
Frontier orbital gap (spin up / spin down), eV: 7.97 / 9.08
Molar mass, g/mol: 98.15
Lowest unoccupied orbital energy (spin up / spin down), hartree: 0.0122 / 0.0195
ΔE to the lowest compared entry with this formula, charge and spin, kJ/mol: 602.2
Highest occupied orbital energy (spin up / spin down), eV: -7.6 / -8.6
Net charge: 0

Geometry as XYZ:
```
17
C5H10N2 (wB97M-V/def2-TZVPD)
C -0.90685 -0.34762 0.60436
C -0.91703 0.86892 -0.14032
C 0.33415 0.43788 0.46584
C 1.42681 -0.09127 -0.37843
C 0.76769 1.15595 1.63965
N -1.58853 -1.77790 -1.95548
N -1.92983 -0.80767 -2.53988
H -1.47507 -0.71159 1.44869
H -0.94736 -1.14443 -0.13336
H -1.72607 1.50525 -0.36004
H 0.98478 -0.50519 -1.24723
H 2.20516 -0.82069 0.09613
H 2.21327 0.79913 -0.54529
H 1.37479 1.92973 1.21748
H 1.57002 0.65756 2.19742
H -0.09426 1.44623 2.14941
H -1.29166 -2.59427 -2.51894
```

For reference, the Löwdin charges in units of e are: -0.156, 0.016, -0.622, -0.053, -0.054, -0.055, 0.075, 0.115, 0.046, 0.080, 0.044, 0.111, 0.124, 0.077, 0.099, 0.076, 0.077


Record 2
ORCA calculation (wB97M-V/def2-TZVPD) on a structure of composition C28H19ClIN3O3SnTe at a distorted geometry.

Computed properties:
Frontier orbital gap, eV: 5.44
Molar mass, g/mol: 854.15
Lowest unoccupied orbital energy, hartree: -0.2983
Highest occupied orbital energy, eV: -13.6
Net charge: +2

Geometry as XYZ:
```
57
C28H19ClIN3O3SnTe (wB97M-V/def2-TZVPD)
Sn -0.94035 -0.17698 0.11413
Cl -4.07789 4.89097 -3.50121
C -3.38578 3.89960 -2.28261
C -3.62908 4.16664 -0.96843
C -3.04888 3.38350 0.05433
I -3.42919 3.78337 2.04506
C -2.17321 2.36962 -0.25049
O -1.51472 1.62918 0.67451
C -1.98366 2.05178 -1.61530
N -1.27374 0.91143 -1.86226
C -1.12562 0.48911 -3.11940
C -1.64439 1.19461 -4.19635
C -2.37721 2.34007 -3.96416
C -2.58326 2.79281 -2.64792
H -4.28536 4.98557 -0.70734
H -0.57546 -0.43537 -3.25883
H -1.48981 0.82575 -5.20133
H -2.82300 2.88156 -4.78914
O 5.91294 3.71714 2.37656
C 4.95501 3.61855 1.44259
O 5.02787 4.23411 0.42351
C 3.78406 2.69292 1.70362
C 2.83320 2.62220 0.69393
C 1.74485 1.78133 0.81848
C 1.57670 1.00699 1.96141
C 2.52917 1.06780 2.96883
C 3.62356 1.90638 2.83835
N 0.42036 0.15430 2.01799
C 0.04543 -0.44107 3.06963
C -1.15444 -1.29243 3.07117
C -1.50108 -2.03692 4.17660
C -2.66806 -2.79605 4.13733
C -3.45523 -2.76135 3.00119
C -3.02883 -2.00613 1.91877
N -1.89634 -1.30138 1.95321
H 5.74619 3.20070 3.17023
H 2.97685 3.23723 -0.18533
H 1.00831 1.74406 0.02401
H 2.45516 0.44195 3.85000
H 4.34518 1.91576 3.64664
H 0.57076 -0.34380 4.01510
H -0.86630 -2.03308 5.05390
H -2.95494 -3.40137 4.98801
H -4.38516 -3.31106 2.94207
H -3.60669 -1.96445 1.00418
Te 1.37848 -1.78125 -0.43280
C 1.34389 -3.32186 -1.79683
C 1.39181 -3.05616 -3.16917
C 1.56432 -4.10371 -4.05611
C 1.68332 -5.40574 -3.57860
C 1.62991 -5.66563 -2.21502
C 1.44921 -4.62676 -1.31760
H 1.31490 -2.03999 -3.53375
H 1.61132 -3.90605 -5.11952
H 1.80673 -6.22286 -4.27855
H 1.73231 -6.67940 -1.85283
H 1.41587 -4.82616 -0.25448
```

For reference, the Löwdin charges in units of e are: 1.171, 0.788, -0.594, -0.128, -0.635, 1.030, -0.404, -0.280, -0.164, -0.040, -0.083, -0.003, 0.046, -0.151, 0.111, 0.108, 0.127, 0.115, 0.154, -0.465, 0.154, -0.092, 0.030, -0.032, -0.263, 0.008, 0.014, -0.030, -0.036, -0.236, 0.036, 0.013, 0.003, -0.075, -0.012, 0.099, 0.137, 0.080, 0.117, 0.124, 0.145, 0.137, 0.135, 0.131, 0.129, 1.149, -0.665, -0.152, -0.055, -0.035, -0.053, -0.151, 0.085, 0.119, 0.122, 0.120, 0.094


Record 3
ORCA calculation (wB97M-V/def2-TZVPD) on the ion CH3N2O2 with charge +1 at a distorted geometry.

Computed properties:
Frontier orbital gap (spin up / spin down), eV: 7.72 / 7.67
Molar mass, g/mol: 75.05
Lowest unoccupied orbital energy (spin up / spin down), hartree: -0.3388 / -0.3404
ΔE to the lowest compared entry with this formula, charge and spin, kJ/mol: 589.3
Highest occupied orbital energy (spin up / spin down), eV: -16.9 / -16.9
Net charge: +1

Geometry as XYZ:
```
8
CH3N2O2 (wB97M-V/def2-TZVPD)
C -0.59196 0.53774 0.37091
N 0.67603 -0.16689 0.50177
N -1.60015 0.32457 -0.30423
O 1.39991 -0.67098 -0.49019
O 0.91373 -0.71929 -1.61780
H -0.46535 1.37656 1.03711
H 1.18568 -0.24938 1.43882
H -1.51789 -0.43234 -0.93638
```

For reference, the Löwdin charges in units of e are: -0.162, 0.165, 0.255, 0.086, 0.195, 0.141, 0.242, 0.077